Below is a molecular structure, C42H34GeN3O2Pt, with properties calculated with ωB97M-V/def2-TZVPD.

```
83
Properties=species:S:1:pos:R:3:forces:R:3
Pt -0.8393 -0.6517 -0.1981 -0.5 0.6 0.6
C 1.6234 1.4871 3.8515 0.0 0.1 0.0
O 0.2955 0.9605 4.0293 0.1 -0.2 -0.1
C -0.1429 0.4946 2.8346 -0.4 -0.3 0.1
N 0.7714 0.5671 1.8635 0.4 0.4 0.1
C 2.0372 1.1063 2.4179 -0.1 0.1 0.0
C 3.1714 0.1068 2.3699 0.0 0.0 -0.1
C 4.4522 0.5835 2.6310 0.0 0.0 0.0
C 5.5365 -0.2791 2.6286 0.0 0.0 0.0
C 5.3477 -1.6283 2.3644 0.0 0.0 0.0
C 4.0720 -2.1070 2.1097 0.0 0.0 0.0
C 2.9841 -1.2439 2.1095 0.0 0.0 0.1
C -1.4655 0.0468 2.6948 0.4 0.2 0.2
C -2.3779 0.2640 3.7630 -0.2 -0.1 0.0
C -3.6691 -0.1552 3.6662 0.1 0.1 0.1
C -4.0808 -0.8192 2.4924 0.0 -0.1 -0.1
C -3.1685 -1.0012 1.4972 -0.2 -0.1 0.0
N -1.8682 -0.5826 1.5602 -0.1 -0.1 -0.4
C -3.4920 -1.6929 0.2537 0.1 0.0 0.1
N -2.6708 -1.6687 -0.7255 0.3 -0.4 -0.2
C -3.1415 -2.6125 -1.7449 -0.1 0.2 -0.2
C -4.5040 -3.0729 -1.1648 0.0 0.0 0.0
O -4.5867 -2.4301 0.1408 0.0 0.0 0.0
C -2.1752 -3.7438 -2.0047 -0.1 -0.1 0.0
C -2.3246 -4.4780 -3.1780 0.0 0.0 0.0
C -1.5012 -5.5610 -3.4405 0.0 0.0 0.0
C -0.5135 -5.9176 -2.5315 0.0 0.0 0.0
C -0.3573 -5.1860 -1.3649 0.0 0.0 0.0
C -1.1872 -4.1040 -1.0987 0.0 0.0 0.0
H 2.2689 1.0177 4.5899 0.0 0.0 0.0
H 1.5938 2.5638 4.0158 0.0 0.0 -0.1
H 2.3048 1.9783 1.8167 0.0 0.0 0.1
H 4.6056 1.6384 2.8319 0.0 0.0 0.0
H 6.5286 0.1031 2.8284 0.0 0.0 0.0
H 6.1937 -2.3024 2.3539 0.0 0.0 0.0
H 3.9194 -3.1594 1.9095 0.0 0.0 0.0
H 1.9953 -1.6299 1.8973 0.0 0.0 0.0
H -2.0157 0.7825 4.6378 0.0 0.0 0.0
H -4.3658 0.0146 4.4746 0.0 0.0 0.0
H -5.0877 -1.1885 2.3629 0.0 0.0 0.0
H -3.2847 -2.0595 -2.6755 0.0 -0.1 0.0
H -4.5491 -4.1470 -1.0021 0.0 0.0 0.0
H -5.3602 -2.7461 -1.7496 0.0 0.0 0.0
H -3.0855 -4.1944 -3.8975 0.0 0.0 0.0
H -1.6268 -6.1244 -4.3556 0.0 0.0 0.0
H 0.1283 -6.7648 -2.7324 0.0 0.0 0.0
H 0.4113 -5.4581 -0.6533 0.0 0.0 0.0
H -1.0558 -3.5442 -0.1806 0.0 0.0 0.0
C 0.6852 0.3347 0.5375 -0.5 -0.4 -0.1
Ge 0.5746 1.8471 -0.6615 0.6 0.1 -0.5
C -0.1500 0.6656 -2.0646 -0.1 -0.1 0.1
C -1.2330 0.9911 -2.9191 0.0 0.0 -0.1
C -1.6543 0.1080 -3.8796 0.0 0.0 0.0
C -1.0325 -1.1466 -4.0293 0.1 0.0 0.0
C 0.0101 -1.4992 -3.2156 -0.1 0.0 0.0
C 0.4572 -0.6031 -2.2152 -0.2 -0.1 0.3
C 2.2695 2.6847 -1.1071 -0.1 0.0 0.0
C 3.4204 1.8982 -1.0510 0.0 0.0 0.1
C 4.6495 2.4180 -1.4300 0.0 0.0 0.0
C 4.7394 3.7317 -1.8679 0.0 0.0 0.0
C 3.6018 4.5247 -1.9271 0.0 0.0 0.0
C 2.3725 4.0032 -1.5497 0.0 0.0 0.0
C -0.7691 3.0637 0.0418 0.1 0.0 0.1
C -0.3719 4.2421 0.6742 0.0 0.0 0.0
C -1.3042 5.0692 1.2872 0.0 0.0 0.0
C -2.6481 4.7277 1.2726 0.0 0.0 0.0
C -3.0579 3.5578 0.6464 0.0 0.0 0.0
C -2.1238 2.7288 0.0441 0.0 0.0 0.0
H -1.7163 1.9562 -2.8259 0.0 0.0 0.0
H -2.4711 0.3802 -4.5366 0.0 0.0 0.0
H -1.3687 -1.8249 -4.8032 0.0 0.0 0.0
H 0.5094 -2.4514 -3.3408 0.0 0.0 0.0
H 1.3608 -0.8359 -1.6648 0.1 0.0 -0.1
H 3.3560 0.8737 -0.6956 0.0 0.0 0.0
H 5.5360 1.7987 -1.3843 0.0 0.0 0.0
H 5.6976 4.1388 -2.1628 0.0 0.0 0.0
H 3.6722 5.5483 -2.2710 0.0 0.0 0.0
H 1.4898 4.6301 -1.6108 0.0 0.0 0.0
H 0.6757 4.5231 0.6902 0.0 0.0 0.0
H -0.9808 5.9806 1.7729 0.0 0.0 0.0
H -3.3761 5.3720 1.7478 0.0 0.0 0.0
H -4.1080 3.2946 0.6253 0.0 0.0 0.0
H -2.4557 1.8079 -0.4249 0.0 0.0 0.0
```
Forces are in eV/Å.

Calculated values
energy above the lowest of the compared OMol25 structures with the same formula, charge and spin	0.4356	eV
HOMO-LUMO gap (spin up / spin down)	6.1 / 6.3	eV
multiplicity	1
net charge	+1
maximum force	0.98	eV/Å
HOMO (spin up / spin down)	-9.1 / -9.4	eV



Below is a molecular structure, C42H34N5O2PbS7Sb, with properties calculated with ωB97M-V/def2-TZVPD.

```
92
Properties=species:S:1:pos:R:3:forces:R:3
Pb 0.1476 -0.7778 0.0007 0.1 0.0 -0.4
S 0.6698 -3.6300 -1.9049 -0.2 -0.4 0.2
Sb -1.8106 -3.2790 -2.3801 0.2 -0.2 -0.2
S -2.1087 -1.6668 -0.5512 -0.2 0.3 0.5
S 1.4641 -1.7973 -1.9322 0.2 0.5 -0.1
S -1.7287 -2.0489 -4.2591 -0.1 0.1 -0.2
O 2.7874 -1.8861 3.2519 0.2 0.0 0.2
C 1.8375 -1.7255 2.5044 -0.1 0.0 -0.1
O 1.8655 -1.6301 1.2294 0.1 0.0 0.1
C 0.4589 -1.5984 3.1409 -0.2 0.1 0.0
C 0.2733 -1.7222 4.5104 0.1 0.0 0.0
C -0.9908 -1.5097 5.0278 -0.1 0.0 0.0
C -2.0327 -1.1816 4.1689 0.1 0.0 0.1
C -1.7653 -1.0909 2.8165 0.0 -0.1 0.0
N -0.5461 -1.3028 2.3279 -0.1 0.1 0.1
H 1.1280 -1.9752 5.1214 0.0 0.0 0.0
H -1.1677 -1.5978 6.0917 0.0 0.0 0.0
H -3.0338 -1.0074 4.5353 0.0 0.0 0.0
H -2.5377 -0.8671 2.0911 0.0 0.0 0.0
N -0.1089 1.2013 -1.4876 0.1 -0.2 0.2
S 0.7384 2.0697 -2.2773 -0.1 0.0 0.1
N 0.7138 3.6949 -1.8593 0.0 -0.1 -0.1
S 1.4961 4.2084 -0.6500 0.0 0.0 0.1
N 1.7749 3.4241 0.6412 0.1 -0.2 0.0
S 0.8115 2.4894 1.6043 0.0 0.0 0.0
N 0.6081 1.0818 1.3493 0.0 -0.3 -0.2
C 1.7191 2.7803 3.1075 0.0 -0.1 0.1
C 2.0191 1.6429 3.8361 0.0 0.1 0.1
C 2.7716 1.7708 5.0001 -0.1 -0.1 -0.1
C 3.1913 3.0200 5.4196 0.0 0.1 0.0
C 2.8773 4.1569 4.6773 0.0 0.0 0.0
C 2.1461 4.0414 3.5092 0.1 -0.1 0.0
C -0.6955 3.4245 1.7212 -0.2 0.1 0.0
C -1.6177 3.1359 0.7174 0.0 0.0 0.1
C -2.8370 3.7957 0.7242 0.0 0.0 0.0
C -3.1308 4.7162 1.7215 0.0 0.0 0.0
C -2.2116 4.9721 2.7285 0.0 0.0 0.0
C -0.9833 4.3241 2.7392 -0.1 0.0 -0.1
C 0.6801 5.7377 -0.2934 0.0 0.1 0.0
C -0.5348 6.0403 -0.8831 0.0 0.1 0.1
C -1.1568 7.2337 -0.5350 0.0 -0.1 0.0
C -0.5627 8.0927 0.3750 0.0 0.0 0.0
C 0.6638 7.7748 0.9500 0.0 0.0 0.0
C 1.2932 6.5887 0.6196 -0.1 0.1 -0.1
C 3.1291 4.6986 -1.1347 0.0 0.1 -0.1
C 3.2057 5.4715 -2.2889 0.2 0.0 0.1
C 4.4498 5.8796 -2.7337 0.0 0.0 0.0
C 5.5923 5.5051 -2.0341 0.0 0.0 0.0
C 5.4957 4.7295 -0.8902 0.0 0.0 0.0
C 4.2527 4.3192 -0.4231 0.0 0.0 -0.1
C 0.2944 2.2470 -3.9761 -0.1 -0.1 -0.1
C -0.2305 1.0838 -4.5213 0.0 0.2 -0.2
C -0.6109 1.0973 -5.8578 0.0 -0.1 0.1
C -0.4694 2.2491 -6.6126 0.0 0.0 0.0
C 0.0521 3.4089 -6.0456 0.0 0.0 0.0
C 0.4395 3.4170 -4.7163 0.0 -0.1 0.0
C 2.4870 1.6837 -2.3356 0.2 0.0 0.0
C 3.0251 1.0615 -1.2166 0.1 0.0 -0.1
C 4.3729 0.7324 -1.1999 0.0 0.0 0.0
C 5.1748 1.0430 -2.2858 0.0 0.0 0.0
C 4.6313 1.6740 -3.3988 0.0 0.0 0.0
C 3.2834 1.9913 -3.4354 -0.1 0.0 0.1
H 1.6891 0.6755 3.4809 0.0 0.1 0.0
H 3.0305 0.8841 5.5623 0.0 0.0 0.0
H 3.7746 3.1157 6.3256 0.0 0.0 0.0
H 3.2145 5.1311 5.0055 0.0 0.0 0.0
H 1.9157 4.9119 2.9166 0.0 0.1 -0.1
H -1.3867 2.3971 -0.0457 0.0 0.0 0.0
H -3.5611 3.5755 -0.0485 0.0 0.0 0.0
H -4.0867 5.2224 1.7241 0.0 0.0 0.0
H -2.4516 5.6705 3.5189 0.0 0.0 0.0
H -0.2837 4.5108 3.5399 0.0 0.0 0.0
H -0.9839 5.3478 -1.5791 0.0 0.0 0.0
H -2.1102 7.4859 -0.9779 0.0 0.0 0.0
H -1.0538 9.0193 0.6388 0.0 0.0 0.0
H 1.1292 8.4544 1.6503 0.0 0.0 0.0
H 2.2587 6.3400 1.0380 0.1 0.0 0.1
H 2.3088 5.7428 -2.8289 -0.1 0.0 0.0
H 4.5300 6.4805 -3.6289 0.0 0.0 0.0
H 6.5646 5.8183 -2.3897 0.0 0.0 0.0
H 6.3881 4.4318 -0.3574 0.0 0.0 0.0
H 4.1549 3.7030 0.4584 0.0 0.0 0.0
H -0.3652 0.1823 -3.9333 0.0 0.0 0.1
H -1.0266 0.1929 -6.2820 0.0 0.0 0.0
H -0.7733 2.2520 -7.6510 0.0 0.0 0.0
H 0.1495 4.3075 -6.6403 0.0 0.0 0.0
H 0.8367 4.3106 -4.2593 0.0 0.0 0.0
H 2.4144 0.8321 -0.3564 0.0 0.0 0.0
H 4.7791 0.2161 -0.3405 0.0 0.0 0.0
H 6.2233 0.7769 -2.2759 0.0 0.0 0.0
H 5.2560 1.8992 -4.2526 0.0 0.0 0.0
H 2.8567 2.4504 -4.3156 0.0 0.0 0.0
```
Forces are in eV/Å.

Calculated values
energy above the lowest of the compared OMol25 structures with the same formula, charge and spin	0.9633	eV
HOMO-LUMO gap	5.5	eV
multiplicity	1
maximum force	0.57	eV/Å
HOMO	-6.4	eV



Which value of multiplicity does entry 1 give? 1